Entry 1:
Computed, not measured: a single C2H4Br2O molecule in a non-equilibrium geometry, with ωB97M-V/def2-TZVPD.

Summary:
Energy relative to the best compared isomer or geometry (same formula, charge and spin): 59.40 kJ/mol
Gap between HOMO and LUMO: 11.04 eV
Lowest unoccupied orbital energy: 0.66 eV
Largest force on an atom: 4.47 eV Å⁻¹
M: 203.861 g mol⁻¹
SMILES: O[C@H](Br)CBr
Multiplicity: 1

CARTESIAN COORDINATES (ANGSTROEM)
C  0.54549  0.14625  -0.78157
C  -0.30994  -0.28146  0.38674
O  -0.37509  0.63617  1.37196
Br  -0.28842  1.65951  -1.72084
Br  0.48834  -1.94031  0.90590
H  1.48572  0.37275  -0.24602
H  0.65664  -0.62974  -1.43793
H  -1.35814  -0.69357  -0.02629
H  -0.26046  0.16646  2.23646

Löwdin population analysis, charges in e, atoms 1 to 8: -0.657 -0.974 -0.081 0.631 0.757 0.083 0.004 0.131



Entry 2:
Computed, not measured: 3 unconnected molecules or ions with the total composition C11H26BINO4PS2, with ωB97M-V/def2-TZVPD.

Summary:
Gap between HOMO and LUMO: 7.89 eV
Lowest unoccupied orbital energy: -0.22 eV
Largest force on an atom: 0.31 eV Å⁻¹
M: 469.156 g mol⁻¹
SMILES: O=S1(=O)CCCC1.O=S1(=O)CCCC1.N=[PH2]BCCCI
Multiplicity: 1

CARTESIAN COORDINATES (ANGSTROEM)
N  -2.09011  -0.23747  2.40264
P  -3.57587  -0.22185  1.93344
B  -4.58133  -1.89520  2.07237
C  -6.10318  -2.14358  1.89411
C  -7.03060  -1.07196  1.30664
C  -7.16038  0.16961  2.19448
I  -9.16682  0.61735  2.74816
H  -1.42343  0.07414  1.70293
H  -4.42310  0.69053  2.60929
H  -3.88404  0.16768  0.60194
H  -3.87297  -2.82822  2.29099
H  -6.49613  -2.47748  2.86671
H  -6.16256  -3.04952  1.27535
H  -8.01509  -1.51216  1.15438
H  -6.67969  -0.78001  0.31378
H  -6.78129  1.07199  1.72522
H  -6.64387  0.04987  3.14187
C  2.52291  3.08526  2.19876
C  3.55460  2.44350  1.25992
C  2.80078  1.45107  0.37006
S  1.12766  2.08907  0.22238
O  0.21502  1.16629  0.85089
O  0.87514  2.52787  -1.12804
C  1.34924  3.49238  1.31417
H  2.93382  3.94368  2.72826
H  2.18831  2.35945  2.94265
H  4.02024  3.21622  0.64507
H  4.34679  1.93802  1.80925
H  3.21324  1.36200  -0.63012
H  2.72993  0.46267  0.81831
H  0.41359  3.65712  1.84324
H  1.58794  4.35232  0.68830
C  3.49629  -1.24474  -4.35054
C  3.45989  -2.66379  -3.76585
C  4.59615  -2.76560  -2.74317
S  4.84031  -1.09739  -2.10607
O  6.15146  -0.63696  -2.48465
O  4.42908  -1.02524  -0.72649
C  3.62111  -0.30543  -3.15701
H  2.60366  -1.02330  -4.93336
H  4.36282  -1.12909  -5.00489
H  2.50118  -2.82991  -3.27134
H  3.56714  -3.42209  -4.53990
H  4.37112  -3.41215  -1.89879
H  5.53970  -3.06262  -3.19704
H  3.98001  0.69271  -3.39781
H  2.69130  -0.24503  -2.59049

Löwdin population analysis, charges in e, atoms 1 to 8: -0.324 0.645 -0.205 -0.229 -0.338 -0.704 0.756 -0.082



Entry 3:
Computed, not measured: 6 unconnected molecules or ions with the total composition C40H94ClN5O2 in a non-equilibrium geometry, with ωB97M-V/def2-TZVPD.

Summary:
Energy relative to the best compared isomer or geometry (same formula, charge and spin): 0.00 kJ/mol
Gap between HOMO and LUMO: 9.62 eV
Lowest unoccupied orbital energy: -7.68 eV
Largest force on an atom: 2.34 eV Å⁻¹
M: 712.678 g mol⁻¹
Charge: +4
Multiplicity: 1

CARTESIAN COORDINATES (ANGSTROEM)
C  -0.27534  -0.12641  -2.55516
C  -1.37984  -0.04998  -3.58500
N  -1.51796  -1.25849  -4.48570
C  -2.01709  -2.37578  -3.63462
C  -2.53745  -0.98860  -5.60504
C  -3.98748  -0.86320  -5.15830
C  -0.21956  -1.69428  -5.17839
C  0.41924  -0.70590  -6.15749
O  0.61523  0.50355  -5.47349
C  1.28804  1.46379  -6.26624
H  -0.32754  -0.96273  -1.85980
H  -0.30742  0.72142  -1.86299
H  0.71590  -0.02197  -2.99703
H  -1.38454  0.83668  -4.21395
H  -2.32992  0.08715  -3.05639
H  -1.26011  -2.61996  -2.89834
H  -2.19792  -3.26542  -4.24206
H  -2.99695  -2.11921  -3.24451
H  -2.37232  -1.71337  -6.39754
H  -2.23992  -0.00511  -5.96814
H  -4.49227  -1.78943  -4.89221
H  -4.49282  -0.53297  -6.06901
H  -4.07950  -0.08752  -4.40119
H  -0.53941  -2.64235  -5.61229
H  0.43816  -2.00980  -4.36766
H  -0.29195  -0.53584  -6.97404
H  1.36410  -1.12137  -6.51628
H  0.72561  1.67046  -7.18790
H  2.22762  1.07921  -6.68272
H  1.45595  2.37625  -5.70778
C  1.98756  2.95245  -1.29722
C  1.68788  4.42872  -1.18599
N  0.29720  4.85324  -1.58922
C  0.19295  6.35871  -1.49937
C  -0.01693  4.54377  -3.05562
C  0.98079  5.11881  -4.04840
C  -0.78296  4.16733  -0.75447
C  -0.63463  4.32519  0.73543
O  -1.89002  4.27247  1.35568
C  -1.86714  3.76493  2.67691
H  1.20814  2.47349  -0.69593
H  2.88050  2.71634  -0.71521
H  2.16189  2.57475  -2.30060
H  2.35944  5.00876  -1.82311
H  1.84898  4.89672  -0.21495
H  -0.86202  6.59953  -1.58490
H  0.80238  6.81939  -2.26797
H  0.59652  6.70825  -0.55070
H  -0.99961  4.97301  -3.25329
H  -0.17965  3.46742  -3.11235
H  0.81763  6.16658  -4.29665
H  0.88109  4.58667  -4.99488
H  2.03782  5.06449  -3.78627
H  -0.73245  3.13557  -1.10567
H  -1.67237  4.63905  -1.17180
H  -0.21932  5.33447  0.91587
H  0.16165  3.72156  1.18263
H  -1.44597  2.77438  2.88139
H  -2.89740  3.69007  3.01615
H  -1.34468  4.48960  3.30664
C  -1.24558  -3.42043  0.41770
C  -2.48732  -2.76866  1.03628
C  -2.98640  -1.63016  0.22527
N  -4.15068  -0.81548  0.82542
C  -5.39668  -1.69898  0.79531
C  -4.43564  0.45122  0.00413
C  -3.71633  1.56668  0.76587
C  -4.04721  1.26051  2.19608
C  -3.88258  -0.27832  2.21978
H  -0.85282  -4.22326  1.03459
H  -0.45392  -2.68111  0.27034
H  -1.51549  -3.79835  -0.57282
H  -2.13770  -2.38526  2.00334
H  -3.23255  -3.52759  1.27717
H  -3.45529  -1.93991  -0.70996
H  -2.30026  -0.80191  0.04602
H  -6.27172  -1.06075  0.83653
H  -5.29397  -2.37190  1.64085
H  -5.40216  -2.27865  -0.12287
H  -5.50880  0.61242  0.04425
H  -4.04966  0.35554  -1.00807
H  -4.00742  2.55071  0.40510
H  -2.63508  1.42142  0.65415
H  -5.04948  1.52879  2.53044
H  -3.32643  1.59256  2.93434
H  -4.48443  -0.78212  2.97065
H  -2.81815  -0.46465  2.37543
C  6.72893  -3.66282  -2.35274
C  5.50086  -2.79870  -2.04873
C  5.67978  -2.04003  -0.74689
N  4.35345  -1.75052  -0.02491
C  3.41310  -0.94525  -0.88871
C  3.66241  -2.95684  0.57851
C  2.76270  -2.40348  1.67753
C  3.46424  -1.11226  2.10020
C  4.71928  -0.97598  1.21731
H  6.62494  -4.16422  -3.31208
H  6.83567  -4.44248  -1.59740
H  7.63212  -3.05424  -2.36216
H  4.59804  -3.41779  -1.99483
H  5.28774  -2.16548  -2.91394
H  6.13362  -1.05797  -0.86481
H  6.23552  -2.63601  -0.02554
H  3.19198  -1.56654  -1.74896
H  3.99690  -0.06469  -1.15058
H  2.57064  -0.66542  -0.25599
H  3.21915  -3.47299  -0.27164
H  4.44267  -3.57239  1.02506
H  1.74373  -2.22857  1.33060
H  2.72089  -3.18843  2.43264
H  2.78116  -0.25885  2.08563
H  3.73866  -1.08498  3.15853
H  4.84700  0.04775  0.86885
H  5.59383  -1.36787  1.72438
C  -0.40465  -4.63071  4.59890
C  -0.52797  -3.10260  4.57058
C  0.17437  -2.46536  5.77432
N  -0.12606  -1.00117  5.90011
C  -1.58130  -0.61590  5.96881
C  0.48557  -0.21935  4.73317
C  0.70768  1.18752  5.25094
C  0.85922  1.06106  6.77670
C  0.59524  -0.42244  7.11391
H  -1.23798  -5.02490  5.17976
H  0.49719  -4.90691  5.15004
H  -0.35054  -5.10711  3.62475
H  -1.55032  -2.78010  4.37299
H  0.03309  -2.67972  3.72447
H  1.25603  -2.55469  5.70193
H  -0.11319  -2.96818  6.70006
H  -2.10123  -1.34457  6.58428
H  -1.92858  -0.67932  4.94139
H  -1.67366  0.39942  6.33803
H  -0.19112  -0.24947  3.88214
H  1.42156  -0.70919  4.46761
H  -0.12341  1.83544  4.97077
H  1.57988  1.62402  4.76695
H  0.13831  1.71835  7.25819
H  1.85611  1.35553  7.09138
H  -0.09497  -0.54267  7.94396
H  1.56622  -0.86745  7.31128
Cl  0.13944  0.41063  1.05306

Löwdin population analysis, charges in e, atoms 1 to 8: -0.077 -0.170 -0.254 0.004 -0.142 -0.046 -0.057 -0.176



Entry 4:
Computed, not measured: a single C3H7NO2 molecule in a non-equilibrium geometry, with ωB97M-V/def2-TZVPD.

Summary:
Energy relative to the best compared isomer or geometry (same formula, charge and spin): 211.19 kJ/mol
Gap between HOMO and LUMO: 10.46 eV
Lowest unoccupied orbital energy: 0.84 eV
Largest force on an atom: 3.45 eV Å⁻¹
M: 89.094 g mol⁻¹
SMILES: COC(=O)CN
Multiplicity: 1

CARTESIAN COORDINATES (ANGSTROEM)
C  2.16682  0.18452  -0.19815
O  0.86300  -0.40467  -0.34718
C  -0.00479  0.12239  0.50352
O  0.31008  0.93539  1.36029
C  -1.48101  -0.07279  0.40810
N  -2.15482  -0.56438  -0.79201
H  2.73297  -0.10878  -1.07900
H  2.63908  -0.18336  0.71558
H  2.07017  1.27177  -0.12969
H  -1.44064  0.97232  0.92807
H  -1.84619  -0.62332  1.27567
H  -1.98150  -0.00749  -1.62043
H  -1.87317  -1.52159  -1.02476

Löwdin population analysis, charges in e, atoms 1 to 8: -0.041 -0.009 -0.534 0.044 -0.188 0.015 0.092 0.099